[1]
19
Properties=species:S:1:pos:R:3:mulliken_charge:R:1 method="wB97M-V/def2-TZVPD" total_charge=-1 energy_ha=-980.1657 relative_energy_ev=1.443 molar_mass_g_mol=201.10 gap_ha="0.270 / 0.270"
C 2.22 -0.67 -0.46 -0.490
C 1.33 -0.65 0.48 0.695
C -1.74 0.28 -0.07 0.482
C -1.17 -2.00 0.69 -1.394
C -0.95 -0.55 1.04 0.463
N 2.50 0.11 -1.58 -0.363
N 2.15 1.23 -1.96 -0.150
N 1.27 2.16 -1.76 -0.325
N 0.43 -0.23 1.23 -0.667
O -1.08 1.26 -0.69 -0.306
O -2.82 -0.16 -0.48 -0.612
O -0.38 3.69 -0.38 -0.666
P 0.17 2.34 -0.43 0.501
H 2.84 -1.52 -0.47 0.350
H -0.48 -2.13 -0.17 0.436
H -1.00 -2.62 1.54 0.309
H -2.22 -2.00 0.47 0.399
H -1.61 -0.26 2.05 0.205
H 0.53 1.72 0.94 0.134

[2]
27
Properties=species:S:1:pos:R:3:mulliken_charge:R:1 method="wB97M-V/def2-TZVPD" energy_ha=-482.8278 relative_energy_ev=2.379 molar_mass_g_mol=161.25 smiles=Cc1c[nH]c2ccccc12.CC gap_ha=0.321
C 0.57 2.13 2.90 -1.035
C -0.37 1.05 2.48 -0.302
H 0.13 2.83 3.70 0.259
H 1.45 1.74 3.27 0.352
H 0.75 2.83 2.10 0.300
H -0.84 0.35 3.22 0.308
H 0.11 0.18 1.84 -0.001
H -1.21 1.41 1.83 0.143
C 2.29 -2.35 -0.87 -1.173
C -0.04 -2.22 0.23 -0.906
C 0.76 -1.79 -0.76 0.676
C -1.07 -0.51 -0.68 -0.264
C 0.10 -0.76 -1.47 0.751
C -1.87 0.57 -1.00 -0.385
C 0.29 -0.03 -2.65 -0.618
C -1.59 1.50 -2.03 -0.594
C -0.44 1.23 -2.83 -0.513
N -1.17 -1.45 0.32 0.033
H 0.04 -3.01 0.99 0.359
H -1.95 -1.30 0.95 0.262
H 2.47 -2.66 -1.86 0.364
H 2.34 -3.03 0.03 0.320
H -2.69 0.77 -0.31 0.321
H 1.29 -0.20 -3.04 0.317
H -2.42 2.27 -2.21 0.288
H -0.02 1.91 -3.46 0.509
H 3.10 -1.47 -0.71 0.230

[3]
91
Properties=species:S:1:pos:R:3:mulliken_charge:R:1 method="wB97M-V/def2-TZVPD" total_charge=+1 energy_ha=-4011.4465 molar_mass_g_mol=958.32 gap_ha=0.260
O -1.56 -2.44 -3.05 -0.620
P -1.26 -1.45 -4.17 0.864
O -0.97 -2.22 -5.63 -0.412
O -2.72 -0.57 -4.40 -0.522
N -0.03 -0.23 -3.73 0.460
O -0.46 0.44 -2.59 -0.308
B 0.06 0.88 -4.83 0.447
O 0.17 0.55 -6.22 -0.445
O 0.07 2.24 -4.44 -0.471
C 1.36 -0.76 -3.56 0.588
F 2.23 0.28 -4.02 -0.293
F 1.66 -1.87 -4.34 -0.258
C 1.78 -1.07 -2.06 0.245
F 2.16 0.09 -1.38 -0.224
F 2.90 -1.94 -2.06 -0.295
H -1.61 -2.98 -5.72 0.368
H -2.74 -0.37 -5.38 0.379
H -0.84 -0.21 -1.95 0.372
H 1.14 0.51 -6.41 0.353
H 0.94 2.60 -4.74 0.332
H 0.92 -1.62 -1.53 0.324
C 3.72 -6.76 -0.01 -0.984
C 3.09 -7.22 1.07 0.372
C 2.44 -6.29 2.04 0.934
O 1.85 -6.75 3.01 -0.588
C 2.54 -4.85 1.80 -0.889
C 3.17 -4.39 0.72 0.336
C 3.80 -5.32 -0.27 0.999
O 4.36 -4.86 -1.25 -0.613
O 3.28 -3.06 0.47 -0.512
O 3.01 -8.54 1.33 -0.553
H 4.20 -7.42 -0.72 0.422
H 2.07 -4.19 2.52 0.473
H 3.78 -2.99 -0.36 0.283
H 2.50 -8.62 2.16 0.354
C -0.92 1.91 1.98 -0.899
C -1.25 3.08 2.53 0.270
C -0.72 4.37 2.00 0.948
O -1.06 5.42 2.52 -0.617
C 0.21 4.31 0.87 -0.270
C 0.54 3.14 0.32 -0.164
C -0.02 1.86 0.83 0.863
O 0.29 0.81 0.29 -0.501
O 1.40 3.07 -0.74 -0.645
O -2.09 3.15 3.60 -0.571
H -1.31 0.97 2.35 0.488
H 0.60 5.25 0.50 0.444
H 1.47 2.12 -0.95 0.309
H -2.17 4.10 3.81 0.354
C -6.89 -1.13 -7.45 -0.788
C -5.71 -1.26 -6.85 0.311
C -4.44 -1.30 -7.63 0.814
O -3.36 -1.40 -7.04 -0.499
C -4.52 -1.22 -9.09 -1.041
C -5.71 -1.09 -9.69 0.425
C -6.98 -1.02 -8.91 0.912
O -8.03 -0.88 -9.49 -0.564
O -5.80 -1.02 -11.04 -0.544
O -5.61 -1.36 -5.49 -0.575
H -7.82 -1.09 -6.90 0.453
H -3.60 -1.27 -9.64 0.434
H -6.76 -0.93 -11.23 0.358
H -4.66 -1.45 -5.30 0.310
C 2.82 3.14 4.92 -1.553
C 3.99 3.01 5.55 -0.097
C 5.28 2.96 4.80 0.851
O 6.33 2.86 5.40 -0.597
C 5.22 3.03 3.33 -0.853
C 4.05 3.15 2.71 0.277
C 2.76 3.23 3.47 0.852
O 1.71 3.36 2.86 -0.225
O 3.97 3.21 1.35 -0.640
O 4.06 2.92 6.90 -0.559
H 1.87 3.18 5.46 1.557
H 6.16 2.97 2.79 0.456
H 3.03 3.30 1.14 0.343
H 5.01 2.84 7.11 0.349
C -1.10 2.82 8.24 -1.005
C -1.99 2.02 8.84 0.260
C -2.26 0.64 8.34 0.924
O -3.06 -0.06 8.92 -0.593
C -1.53 0.19 7.15 -0.747
C -0.64 0.98 6.56 0.391
C -0.35 2.35 7.07 0.834
O 0.48 3.05 6.51 -0.509
O 0.05 0.58 5.46 -0.544
O -2.69 2.44 9.92 -0.559
H -0.89 3.82 8.59 0.460
H -1.74 -0.81 6.79 0.453
H 0.63 1.32 5.22 0.191
H -3.27 1.69 10.16 0.350